Record 1
Molecular formula: C20H28N2O6
Method: DFT, the ωB97M-V functional and the def2-TZVPD basis

Structure (ORCA input):
```
! RIJCOSX wB97M-V def2-TZVPD def2/J DEFGRID3
* xyz 0 1
C 2.6785 3.2895 -0.9510
O 3.5345 2.4957 -0.1637
C 3.3080 1.1584 -0.1144
C 4.1970 0.4182 0.6569
C 4.0691 -0.9622 0.7709
O 5.0121 -1.5771 1.5325
C 4.9542 -2.9747 1.6856
C 3.0233 -1.6141 0.1236
C 2.1325 -0.8705 -0.6420
C 1.0021 -1.5031 -1.3757
O 0.5892 -1.0841 -2.4399
N 0.4617 -2.5959 -0.7674
C -0.7511 -3.1888 -1.2610
C -1.9581 -2.9437 -0.3678
O -3.0798 -3.2759 -0.6458
O -1.6071 -2.3209 0.7571
C -2.6141 -2.0239 1.7245
C -2.5147 -0.5499 2.1454
O -2.1506 -0.2708 3.2722
N -2.8583 0.3764 1.2345
C -2.5868 1.7733 1.5116
C -1.4343 2.2768 0.6332
C -1.1900 3.7596 0.8943
C -1.7611 2.0137 -0.8393
C -2.0994 0.5403 -1.0741
C -2.4593 0.2655 -2.5289
C -3.2487 0.1497 -0.1376
C 2.2719 0.5048 -0.7737
H 2.7132 2.9951 -2.0044
H 3.0456 4.3094 -0.8485
H 1.6456 3.2380 -0.5927
H 5.0051 0.9179 1.1641
H 5.8023 -3.2358 2.3164
H 5.0483 -3.4901 0.7243
H 4.0288 -3.2881 2.1799
H 2.9221 -2.6862 0.1744
H 0.7130 -2.7920 0.1884
H -0.6407 -4.2721 -1.3870
H -0.9495 -2.7476 -2.2447
H -3.6017 -2.2829 1.3302
H -2.4063 -2.6259 2.6140
H -2.3343 1.8620 2.5690
H -3.4925 2.3542 1.3078
H -0.5341 1.7108 0.9004
H -2.0849 4.3369 0.6711
H -0.9252 3.9245 1.9356
H -0.3814 4.1331 0.2703
H -0.9139 2.2983 -1.4663
H -2.6141 2.6305 -1.1352
H -1.2254 -0.0628 -0.8081
H -2.8259 -0.7523 -2.6437
H -3.2327 0.9499 -2.8709
H -1.5801 0.3812 -3.1566
H -3.5487 -0.8826 -0.3023
H -4.1180 0.7845 -0.3480
H 1.5644 1.0257 -1.3975
*
```

As for the LUMO energy: 0.521 eV. The largest force on an atom is 0.59 eV/A. The SMILES is COc1cc(OC)cc(C(=O)NCC(=O)OCC(=O)N2C[C@H](C)C[C@H](C)C2)c1. The value obtained for the energy above the lowest of the compared OMol25 structures with the same formula, charge and spin is 57.86 kcal per mole. Its HOMO energy is -8.82 eV.

Okay, here come the Löwdin numbers, in e, for every atom: C -0.073; O -0.069; C -0.254; C 0.085; C -0.258; O -0.075; C -0.086; C 0.024; C -0.125; C -0.442; O 0.071; N 0.080; C -0.053; C -0.480; O 0.112; O 0.014; C -0.042; C -0.419; O 0.064; N -0.034; C -0.108; C -0.348; C -0.063; C -0.137; C -0.344; C -0.051; C -0.105; C 0.038; H 0.102; H 0.097; H 0.074; H 0.134; H 0.094; H 0.097; H 0.096; H 0.105; H 0.138; H 0.141; H 0.136; H 0.130; H 0.141; H 0.127; H 0.138; H 0.145; H 0.082; H 0.082; H 0.062; H 0.118; H 0.128; H 0.123; H 0.077; H 0.082; H 0.076; H 0.109; H 0.142; H 0.108

Record 2
Molecular formula: C20H28N2SiTm
Method: DFT, the ωB97M-V functional and the def2-TZVPD basis

Structure (ORCA input):
```
! RIJCOSX wB97M-V def2-TZVPD def2/J DEFGRID3
* xyz 1 3
C 0.8422 2.5232 2.0108
C -0.1320 2.5369 0.9539
C -1.4197 2.2813 1.5292
H 0.0459 2.8094 -0.0904
C -1.2583 2.0990 2.9437
C 0.1400 2.2648 3.2445
H 0.5609 2.3237 4.2520
H 1.9017 2.7765 1.9087
H -2.3697 2.3265 0.9926
H -2.0635 1.9659 3.6704
Tm -0.0824 0.3598 1.9063
C -1.5023 -2.7949 -3.0488
H -2.2512 -2.7835 -2.2523
H -1.8912 -2.2917 -3.9401
H -0.5363 -2.3389 -2.7804
Si -0.3225 -0.7416 -0.8597
C 1.3810 -0.7411 -1.6017
C 2.1072 0.4673 -1.5564
H 1.6689 1.3521 -1.0830
C 3.3804 0.5371 -2.1230
H 3.9282 1.4805 -2.0843
C 3.9357 -0.5905 -2.7408
H 4.9211 -0.5249 -3.2038
C 3.2389 -1.8065 -2.7463
H 3.6763 -2.6924 -3.2116
C 1.9756 -1.8963 -2.1515
H 1.4397 -2.8490 -2.1157
C -1.4646 0.3375 -1.8651
C -1.0618 0.9371 -3.0767
H -0.1020 0.6627 -3.5249
C -1.8716 1.9074 -3.6797
H -1.5309 2.3918 -4.5982
C -3.0925 2.2661 -3.1007
H -3.7157 3.0292 -3.5651
C -3.5120 1.6559 -1.9101
H -4.4523 1.9481 -1.4356
C -2.7185 0.6752 -1.3121
H -3.0488 0.1858 -0.3891
H -0.8035 -2.1383 -0.7504
H -1.2531 -3.8372 -3.2696
N -0.5503 -1.7826 2.9175
C -0.2462 -1.5294 4.3552
C 1.2352 -1.2654 4.5213
N 1.7205 -0.3822 3.3830
H -1.4910 -2.1464 2.7512
H 0.0987 -2.4744 2.5290
H -0.8217 -0.6466 4.6605
H -0.5625 -2.3720 4.9810
H 1.4458 -0.7604 5.4762
H 1.8082 -2.2106 4.5198
H 2.2744 0.4013 3.7468
H 2.4017 -0.9052 2.8139
*
```

As for the LUMO energy (spin up / spin down): -3.267 / -3.222 eV. The largest force on an atom is 5.58 eV/A. The expectation value of S² is 2.00. The value obtained for the energy above the lowest of the compared OMol25 structures with the same formula, charge and spin is 0.00 kcal per mole. Its HOMO energy (spin up / spin down) is -9.59 / -9.56 eV.

Okay, here come the Löwdin numbers, in e, for every atom: C -0.205; C -0.205; C -0.198; H 0.124; C -0.208; C -0.227; H 0.123; H 0.127; H 0.119; H 0.124; Tm 1.305; C -0.073; H 0.019; H 0.036; H -0.049; Si 0.581; C -0.388; C -0.139; H 0.077; C -0.087; H 0.105; C -0.082; H 0.106; C -0.078; H 0.107; C -0.107; H 0.097; C -0.361; C -0.089; H 0.107; C -0.077; H 0.108; C -0.084; H 0.104; C -0.093; H 0.105; C -0.151; H 0.089; H -0.059; H 0.030; N -0.080; C -0.238; C -0.190; N -0.060; H 0.112; H 0.106; H 0.112; H 0.131; H 0.132; H 0.132; H 0.102; H 0.111

Record 3
Molecular formula: C20H28N3O11PS
Method: DFT, the ωB97M-V functional and the def2-TZVPD basis

Structure (ORCA input):
```
! RIJCOSX wB97M-V def2-TZVPD def2/J DEFGRID3
* xyz 0 1
C 0.7794 6.4329 -1.8127
C -0.6147 5.7841 -1.2471
O -1.2665 6.5262 -0.3076
N -1.2848 4.5135 -1.6685
C -0.3766 3.3579 -1.9334
C 0.8711 3.2627 -2.9958
O -0.5696 2.2468 -1.1673
C -2.4229 4.6785 -2.6242
C -2.1734 4.1784 -4.1598
N -1.9023 3.6613 -5.3344
C -3.7159 3.8475 -1.9643
C -3.5998 2.2094 -2.2553
N -3.4059 0.9095 -2.3072
P -5.4155 4.4745 -2.5664
S -5.2994 5.8467 -3.9848
H 1.0881 6.0969 -2.8901
H 0.6172 7.6109 -1.8719
H 1.6047 6.2674 -0.9911
H 1.9247 3.1077 -2.4591
H 0.6940 2.2612 -3.6212
H 0.8939 4.1263 -3.8003
H -2.7059 5.8315 -2.6684
H -3.5877 3.9870 -0.7874
H -6.2198 3.3638 -3.0323
H -6.0395 5.1669 -1.4314
C -0.5531 -0.0742 0.3213
C -0.2152 -1.3997 0.9719
C 0.1066 -1.2860 2.4310
O 0.9729 -2.3873 2.6426
C 1.5794 -2.6389 1.4439
O 2.5270 -3.3918 1.2935
O 0.9843 -1.9332 0.4344
H -0.7793 -0.2208 -0.7404
H -1.4175 0.3951 0.8004
H 0.2959 0.6167 0.3657
H -1.0187 -2.1246 0.7935
H -0.7832 -1.3702 3.0605
H 0.6433 -0.3668 2.6918
C -3.6320 -6.5164 -0.7412
C -3.4449 -5.0183 -0.6185
C -2.0317 -4.6130 -0.3285
O -2.1981 -3.3871 0.3626
C -3.4247 -3.4442 0.9628
O -3.8241 -2.6479 1.7958
O -4.1454 -4.5139 0.5071
H -4.6808 -6.7505 -0.9536
H -3.0132 -6.9302 -1.5429
H -3.3840 -7.0248 0.1971
H -3.8315 -4.5141 -1.5125
H -1.4468 -4.4643 -1.2400
H -1.5003 -5.3120 0.3272
C 4.9183 -2.1746 2.4480
C 5.7997 -2.5313 3.6272
C 6.3839 -1.3384 4.3208
O 7.5820 -1.8576 4.8711
C 7.9545 -2.9020 4.0721
O 9.0352 -3.4645 4.1291
O 6.9556 -3.2326 3.1979
H 4.5211 -3.0839 1.9840
H 4.0784 -1.5445 2.7555
H 5.4880 -1.6527 1.6712
H 5.2531 -3.1748 4.3273
H 5.7318 -0.9564 5.1107
H 6.6408 -0.5178 3.6414
*
```

As for the LUMO energy: -1.129 eV. The largest force on an atom is 12.57 eV/A. The SMILES is CC(=O)N(C(C)=O)[C@@H](C#N)[C@H](C#N)[PH2]=S.C[C@@H]1COC(=O)O1.C[C@@H]1COC(=O)O1.C[C@@H]1COC(=O)O1. Its HOMO energy is -9.47 eV.

Okay, here come the Löwdin numbers, in e, for every atom: C -0.024; C -0.246; O -0.031; N -0.038; C -0.236; C -0.042; O -0.033; C -0.277; C -0.100; N 0.128; C -0.381; C -0.145; N 0.108; P 0.377; S 0.094; H 0.075; H 0.112; H 0.109; H 0.114; H 0.114; H 0.075; H 0.146; H 0.151; H 0.000; H -0.002; C -0.036; C -0.346; C -0.104; O 0.062; C -0.499; O 0.105; O 0.094; H 0.078; H 0.097; H 0.078; H 0.119; H 0.145; H 0.139; C -0.020; C -0.348; C -0.097; O 0.010; C -0.488; O 0.141; O 0.094; H 0.089; H 0.093; H 0.094; H 0.164; H 0.151; H 0.149; C -0.022; C -0.346; C -0.121; O 0.060; C -0.505; O 0.130; O 0.088; H 0.070; H 0.090; H 0.097; H 0.164; H 0.141; H 0.141

Record 4
Molecular formula: C20H28N4O3
Method: DFT, the ωB97M-V functional and the def2-TZVPD basis

Structure (ORCA input):
```
! RIJCOSX wB97M-V def2-TZVPD def2/J DEFGRID3
* xyz 0 1
C 3.2637 3.6656 3.1161
O 2.0197 3.1454 2.7137
C 1.0261 2.9829 3.6509
C 1.2022 3.2914 4.9922
C 0.1694 3.1114 5.8959
C -1.0463 2.6272 5.4608
C -1.2240 2.3214 4.1212
C -0.2079 2.4834 3.1930
C -0.3804 2.1397 1.7143
O -0.0074 3.2455 0.9105
C -1.8287 1.8093 1.3260
C -1.8812 1.4126 -0.1536
N -1.0626 0.2572 -0.4703
C -1.5801 -1.0117 0.0088
C -1.0433 -2.1754 -0.8319
O -0.9177 -3.2957 -0.3770
N -0.7822 -1.7934 -2.0960
C -0.2172 -2.5067 -3.1570
C 0.5389 -1.8890 -4.1796
C 0.8820 -0.4466 -4.3020
N 0.9234 -2.7904 -5.0647
N 0.4416 -3.9605 -4.6480
C 0.6915 -5.1508 -5.4050
C -0.2634 -3.8513 -3.4940
C -0.9189 -5.0223 -2.8617
C 0.3167 0.4995 -0.0794
C 0.4852 0.9014 1.3904
H 3.7546 3.0145 3.8456
H 3.8684 3.7085 2.2109
H 3.1633 4.6730 3.5313
H 2.1457 3.6742 5.3470
H 0.3248 3.3548 6.9361
H -1.8598 2.4871 6.1559
H -2.1852 1.9524 3.8046
H 0.8970 3.4816 1.1529
H -2.1981 0.9806 1.9298
H -2.4548 2.6865 1.4879
H -2.9123 1.2028 -0.4488
H -1.5108 2.2494 -0.7510
H -1.3553 -1.2321 1.0612
H -2.6687 -1.0134 -0.1042
H -0.8550 -0.7903 -2.2405
H 1.5085 -0.3027 -5.1772
H 1.4184 -0.1039 -3.4176
H -0.0200 0.1562 -4.4106
H -0.2463 -5.6306 -5.6916
H 1.2924 -5.8599 -4.8308
H 1.2387 -4.8576 -6.2982
H -0.2727 -5.8971 -2.9112
H -1.8554 -5.2587 -3.3694
H -1.1310 -4.7961 -1.8205
H 0.9022 -0.3999 -0.2861
H 0.6894 1.3140 -0.7084
H 1.5356 1.1226 1.5795
H 0.1872 0.0840 2.0495
*
```

As for the LUMO energy: 0.636 eV. The largest force on an atom is 0.74 eV/A. The SMILES is COc1ccccc1C1(O)CCN(CC(=O)Nc2c(C)nn(C)c2C)CC1. The value obtained for the energy above the lowest of the compared OMol25 structures with the same formula, charge and spin is 60.24 kcal per mole. Its HOMO energy is -7.92 eV.

Okay, here come the Löwdin numbers, in e, for every atom: C -0.069; O -0.126; C -0.201; C -0.020; C -0.083; C -0.084; C -0.021; C -0.066; C -0.451; O 0.014; C -0.096; C -0.164; N -0.188; C -0.097; C -0.458; O 0.054; N 0.150; C -0.131; C -0.297; C -0.032; N 0.110; N -0.177; C -0.024; C -0.192; C -0.011; C -0.160; C -0.074; H 0.099; H 0.098; H 0.100; H 0.102; H 0.105; H 0.102; H 0.104; H 0.090; H 0.115; H 0.131; H 0.122; H 0.124; H 0.125; H 0.137; H 0.129; H 0.075; H 0.073; H 0.078; H 0.090; H 0.089; H 0.087; H 0.078; H 0.087; H 0.057; H 0.127; H 0.127; H 0.119; H 0.126